# 1
The following is a quantum chemistry calculation of a structure of composition C6H15F8Li4N4O20PS8, from OMol25.

Geometry as XYZ:
```
66
Properties=species:S:1:pos:R:3:nbo_charge:R:1
S -0.48189 3.43573 0.50059 2.42
S 1.38559 8.05688 -3.85201 2.31
S -2.13145 -0.23864 -1.45174 2.42
S -2.23677 -0.14861 3.56678 2.37
S 0.92979 5.79053 -3.85977 2.39
S 1.39787 2.06380 -0.13446 2.34
S -0.05823 -0.71856 4.24016 2.44
S -4.43150 -0.23614 -1.30345 2.29
P 0.86682 -2.97126 0.19560 2.59
F -1.35714 3.66849 1.76758 -0.48
F 2.62002 1.26122 0.60734 -0.53
F 0.59977 4.54879 -2.85297 -0.56
F -5.53019 0.81912 -1.72915 -0.52
F -2.87015 1.31428 3.10134 -0.50
F 0.53499 9.31562 -3.30271 -0.50
F -1.03327 0.32003 -2.41902 -0.49
F 1.42974 -0.77884 3.67370 -0.52
O 1.32739 8.29423 -5.29587 -0.80
O 1.43647 -4.03222 1.27482 -0.84
O -1.52823 2.96322 -0.40391 -0.94
O -2.74827 -1.09299 2.59798 -0.83
O 0.15856 0.08194 5.44083 -0.92
O -2.14521 -1.61725 -1.89970 -0.82
O -0.64432 -3.53670 -0.25608 -0.78
O -0.01429 4.79225 0.38062 -0.90
O 1.75163 -3.38664 -1.09590 -0.81
O -1.53567 0.03117 -0.14202 -1.00
O -0.05231 5.32307 -4.87335 -0.89
O 2.36164 5.53202 -4.08789 -0.84
O -4.67768 -0.40126 0.09563 -0.84
O -0.44735 -2.09088 4.34506 -0.85
O 1.10514 0.92808 -1.01231 -0.84
O -2.55398 -0.19025 4.97487 -0.81
O 0.93986 -1.57068 0.67467 -1.16
O -4.84795 -1.30289 -2.28120 -0.83
O 2.12722 3.21179 -0.68405 -0.80
O 2.66318 8.41315 -3.27073 -0.87
N 0.45461 6.83391 -2.98855 -1.21
N -3.18620 0.81821 -1.87312 -1.17
N -0.57323 0.22225 3.14403 -1.30
N 0.45838 2.08914 1.10189 -1.21
C 1.71879 -2.75754 -2.36306 -0.08
C -1.70002 -3.45387 0.74906 -0.07
C 3.13954 -2.93342 -2.98430 -0.65
C 2.40099 -3.92057 3.42204 -0.63
C 2.74019 -4.05299 1.91450 -0.04
C -2.04932 -4.85511 1.23035 -0.64
Li -0.24304 0.19936 1.30168 0.85
Li 0.96088 1.74176 2.96098 0.95
Li -3.42128 2.68101 -1.38646 0.97
Li 0.46453 6.89310 -0.85573 0.97
H -2.61983 -3.07793 0.30107 0.20
H 1.10073 -3.38404 -3.00620 0.20
H 3.51222 -2.54991 -3.93410 0.23
H -2.26771 -5.51758 0.39277 0.22
H -1.39042 -2.84964 1.60179 0.19
H 3.31318 -4.96856 1.76778 0.19
H 1.80022 -4.77769 3.72618 0.22
H 3.86116 -2.40365 -2.36245 0.21
H 1.80504 -3.00825 3.44708 0.22
H 3.41266 -3.98612 -3.05721 0.21
H 3.28752 -3.19131 1.53234 0.18
H 1.61323 -1.68732 -2.18536 0.21
H -3.06920 -4.83072 1.61419 0.22
H -1.26208 -5.34549 1.80296 0.22
H 3.42863 -3.77860 3.75656 0.21
```

Total charge: 0
Orbital gap (eV): 7.94
Highest occupied orbital energy (hartree): -0.38975
Max |F| (Eh/bohr): 0.3157

***

# 2
The following is a quantum chemistry calculation of a cluster of 2 separate species, C14H16 in total, from OMol25.

Geometry as XYZ:
```
30
Properties=species:S:1:pos:R:3:nbo_charge:R:1
C -0.24214 -1.12903 1.76726 -0.23
C -0.04413 1.59283 5.04330 -0.63
C -1.16579 -1.23977 2.79348 -0.20
C 0.37401 0.54119 -4.29285 -0.23
C 0.83274 -1.89295 -4.60094 -0.63
C 0.78654 -0.20045 1.81528 -0.21
C -0.36756 1.47694 -2.20221 -0.23
C -1.15494 -0.30186 3.81556 -0.21
C 0.35887 -0.73444 -3.73801 0.01
C 0.02492 1.65402 -3.51792 -0.20
C -0.09579 0.59756 3.91076 -0.02
C 0.92826 0.55192 2.96927 -0.21
C -0.01090 -0.89838 -2.40672 -0.24
C -0.32463 0.20957 -1.62811 -0.20
H -0.96922 2.14918 5.23414 0.22
H 1.85383 -1.62332 -4.89459 0.22
H -0.53913 0.08595 -0.57630 0.22
H -2.01068 -0.29648 4.47074 0.21
H 1.80570 1.15342 3.14045 0.21
H 0.85005 -2.79736 -3.99278 0.21
H 0.16667 1.10086 5.99369 0.22
H 0.23690 -1.84023 -1.94345 0.20
H 0.27520 -1.95207 -5.52694 0.22
H -0.76077 2.29495 -1.60557 0.21
H -1.87090 -2.05296 2.73236 0.21
H -0.22409 -1.88033 0.98952 0.21
H 0.28212 2.62885 -3.91630 0.21
H 0.72505 2.33200 4.87043 0.21
H 1.56334 -0.10869 1.06592 0.22
H 0.61578 0.71950 -5.33135 0.21
```

SMILES string: Cc1ccccc1.Cc1ccccc1
Total charge: 0
Orbital gap (eV): 9.91
Relative energy (zero: lowest compared OMol25 entry of this formula, charge and spin) (eV): 0.586
Highest occupied orbital energy (hartree): -0.32834
Max |F| (Eh/bohr): 0.0266

***

# 3
The following is a quantum chemistry calculation of the ion C12H16NO2 with charge +1, from OMol25.

Geometry as XYZ:
```
31
Properties=species:S:1:pos:R:3:nbo_charge:R:1
O -0.13164 -0.23419 3.00869 -0.33
O -0.39751 -0.15100 -1.35878 -0.56
N -0.27491 -2.54789 -0.92879 -0.42
C -0.23314 1.12646 0.84460 -0.12
C 1.04541 -0.37697 -3.70936 -0.65
C -1.02881 2.49478 0.92971 -0.39
C -1.71285 -0.66289 1.34248 -0.03
C 0.37430 2.47133 1.46615 -0.40
C -0.73755 0.07346 1.88804 0.25
C -0.91300 -2.77003 0.10206 0.20
C -1.84699 -2.06502 1.27765 -0.55
C 0.96096 0.13839 3.62196 0.17
C 0.65222 -1.65553 -3.02788 -0.11
C 0.44645 0.45245 -0.39756 -0.07
C 0.00143 -1.52903 -1.82316 0.36
H -2.39981 -0.04644 0.65548 0.26
H 1.08770 2.97997 0.85266 0.24
H 1.53227 -0.52644 -4.64288 0.23
H 1.78489 -0.02590 -3.11726 0.22
H 0.62023 2.51463 2.49947 0.21
H 0.88989 -2.62090 -3.39688 0.24
H 1.11731 -0.25271 0.00383 0.18
H -1.05109 -3.80364 0.33443 0.18
H 1.00689 -0.00317 4.72775 0.22
H -1.93257 2.46458 1.59268 0.23
H 0.23939 0.29610 -3.74852 0.24
H 1.12762 1.12710 -0.92829 0.20
H 1.70174 0.77614 3.11697 0.20
H -1.33556 2.88397 -0.07773 0.25
H -2.78281 -2.44323 0.83051 0.27
H -1.56194 -2.56188 2.16047 0.25
```

Total charge: +1
Orbital gap (spin up / spin down) (eV): 6.82 / 6.00
Relative energy (zero: lowest compared OMol25 entry of this formula, charge and spin) (eV): 6.801
Highest occupied orbital energy (spin up / spin down) (hartree): -0.44531 / -0.44534
Max |F| (Eh/bohr): 0.0856

***

# 4
The following is a quantum chemistry calculation of the ion C2H5N6O4 with charge +1, from OMol25.

Geometry as XYZ:
```
17
Properties=species:S:1:pos:R:3:nbo_charge:R:1
O -2.77368 -0.52631 0.56385 -0.26
O -2.55968 1.60727 0.22443 -0.36
O 2.81405 -0.98737 0.08158 -0.22
O 1.82876 0.34918 1.46450 -0.30
N 1.08139 1.73552 -0.74250 0.05
N -0.03763 -0.76956 -0.09965 -0.36
N 2.22735 -0.03772 0.41403 0.65
N -0.15811 1.52704 -0.33858 -0.38
N 2.05869 0.99223 -0.63621 0.00
N -2.17718 0.46436 0.28469 0.51
C -0.70347 0.28601 -0.05257 0.43
C -0.42506 -2.11269 0.04650 -0.46
H -0.88156 2.27452 -0.30847 0.48
H 0.38413 -2.73340 -0.34202 0.24
H -0.52949 -2.33578 1.11611 0.26
H 1.23528 2.62061 -1.26095 0.46
H -1.38380 -2.35391 -0.41475 0.24
```

SMILES string: C/N=C(/N/[NH+]=N\[N+](=O)[O-])[N+](=O)[O-]
Total charge: +1
Orbital gap (spin up / spin down) (eV): 8.34 / 8.35
Relative energy (zero: lowest compared OMol25 entry of this formula, charge and spin) (eV): 2.243
Highest occupied orbital energy (spin up / spin down) (hartree): -0.55756 / -0.55756
Max |F| (Eh/bohr): 0.0451